Entry 1:
ORCA calculation (wB97M-V/def2-TZVPD) on a molecular structure, C19H27N5OPPtS5.

Output
Spin multiplicity: 5
ΔE to the lowest compared entry with this formula, charge and spin in eV: 0.061
LUMO (alpha / beta) in eV: -9.498 / -11.807
⟨S²⟩: 6.0407
Net charge: +3
Frontier orbital gap (alpha / beta) in eV: 6.11 / 3.80

Geometry (Å):
Pt1 -1.119 -0.766 2.052
S1 -2.699 -5.475 7.181
C1 -2.418 -4.470 5.871
S2 -1.007 -4.612 4.924
C2 -1.385 -3.319 3.825
C3 -2.588 -2.642 4.076
S3 -3.192 -1.377 3.150
S4 -3.492 -3.218 5.449
S5 -0.325 -2.979 2.560
C4 3.197 2.165 -3.370
C5 4.175 2.346 -2.226
N1 3.704 1.682 -0.993
C6 4.272 0.368 -0.676
C7 5.599 0.460 0.057
C8 2.886 2.369 -0.197
O1 2.473 3.501 -0.394
C9 2.354 1.707 1.059
C10 2.800 2.115 2.311
C11 2.193 1.609 3.450
C12 1.120 0.754 3.311
N2 0.652 0.395 2.100
C13 1.283 0.846 1.000
H1 3.578 2.646 -4.269
H2 2.238 2.623 -3.123
H3 3.043 1.107 -3.599
H4 4.322 3.401 -2.009
H5 5.146 1.916 -2.469
H6 4.396 -0.158 -1.623
H7 3.555 -0.212 -0.091
H8 6.317 1.053 -0.510
H9 6.028 -0.531 0.206
H10 5.475 0.930 1.035
H11 3.610 2.830 2.385
H12 2.525 1.895 4.438
H13 0.599 0.365 4.176
H14 0.891 0.526 0.045
C14 -2.536 -1.006 -3.158
N3 -3.492 -1.690 -2.151
C15 -4.669 -0.720 -1.874
N4 -4.180 0.535 -1.428
C16 -3.277 1.131 -2.417
N5 -2.123 0.261 -2.664
C17 -1.209 0.188 -1.525
P1 -2.091 -0.545 -0.072
C18 -2.773 -2.054 -0.883
C19 -3.611 0.508 -0.082
H15 -3.102 -0.903 -4.082
H16 -1.698 -1.685 -3.310
H17 -3.864 -2.543 -2.577
H18 -5.307 -1.201 -1.135
H19 -5.201 -0.623 -2.819
H20 -2.935 2.101 -2.063
H21 -3.819 1.276 -3.350
H22 -0.866 1.192 -1.269
H23 -0.332 -0.412 -1.776
H24 -3.469 -2.561 -0.213
H25 -1.964 -2.745 -1.125
H26 -3.348 1.521 0.227
H27 -4.341 0.125 0.634

Force components x, y, z for each atom (eV/Å):
Pt -0.3665 0.0887 0.3314
S -0.0420 -0.0693 0.0334
C 0.0423 0.0424 0.1325
S 0.1019 -0.0947 -0.0830
C -0.0520 -0.0257 0.0600
C 0.0289 -0.0840 0.0539
S 0.0839 0.0585 -0.1226
S -0.1353 0.0648 -0.0164
S 0.0394 -0.0396 -0.2240
C -0.0728 -0.0182 -0.0381
C 0.0566 -0.0901 0.1768
N 0.2431 -0.1103 -0.3640
C -0.0226 0.0368 0.0080
C 0.0414 0.0616 0.0234
C -0.3678 0.1354 0.2429
O 0.0303 -0.0894 -0.0992
C 0.1962 0.0747 0.0398
C 0.0853 -0.0184 0.0414
C 0.0175 0.0546 -0.0001
C -0.0692 0.0726 -0.1066
N 0.2702 0.0458 -0.1057
C -0.1478 -0.0213 0.0768
H -0.0092 0.0018 0.0014
H 0.0175 0.0001 -0.0124
H 0.0135 0.0145 0.0147
H -0.0150 0.0392 0.0178
H 0.0030 0.0083 -0.0003
H -0.0127 -0.0106 -0.0115
H -0.0128 0.0338 0.0033
H -0.0015 -0.0108 0.0144
H -0.0115 -0.0009 -0.0058
H 0.0087 -0.0090 -0.0174
H -0.0056 -0.0142 0.0253
H 0.0084 -0.0130 -0.0031
H -0.0023 -0.0160 -0.0008
H 0.0330 -0.0637 0.0153
C -0.0271 0.0332 0.0760
N 0.0110 -0.0166 0.0480
C 0.0725 -0.0192 0.0242
N 0.0129 0.0003 -0.0038
C 0.0193 -0.0658 0.0448
N -0.0167 -0.0417 0.0025
C -0.1235 -0.0298 -0.0179
P 0.1309 0.0816 0.0588
C -0.0322 -0.0140 -0.0979
C 0.0387 -0.0420 -0.0870
H -0.0016 0.0295 -0.0206
H 0.0300 0.0096 -0.0096
H -0.0013 0.0032 -0.0135
H -0.0213 0.0088 0.0118
H -0.0053 0.0204 -0.0181
H 0.0082 0.0088 0.0013
H -0.0038 -0.0050 -0.0213
H -0.0026 0.0240 -0.0241
H -0.0037 -0.0082 -0.0427
H -0.0251 0.0057 0.0073
H -0.0034 -0.0222 -0.0112
H -0.0128 0.0160 0.0008
H -0.0179 -0.0111 -0.0091

---

Entry 2:
ORCA calculation (wB97M-V/def2-TZVPD) on 2 unconnected molecules or ions with the total composition C8H4N2O3S at a distorted geometry.

Output
ΔE to the lowest compared entry with this formula, charge and spin in eV: 0.000
LUMO in eV: -1.946
Net charge: 0
Frontier orbital gap in eV: 7.63

Geometry (Å):
C1 -1.859 -1.543 0.606
C2 2.254 0.471 -0.397
C3 1.328 1.501 -0.083
C4 1.827 -0.830 -0.291
C5 0.080 1.255 0.357
C6 0.520 -1.114 0.109
C7 -0.388 -0.056 0.375
C8 0.075 -2.498 0.051
N1 -1.732 -0.311 0.658
N2 -1.281 -2.587 0.416
O1 0.639 -3.490 -0.323
O2 -2.836 2.590 0.907
O3 -2.425 1.678 -1.350
S1 -3.143 1.556 -0.083
H1 3.263 0.487 -0.610
H2 1.789 2.517 -0.343
H3 2.604 -1.633 -0.314
H4 -0.715 2.008 0.314

Force components x, y, z for each atom (eV/Å):
C 2.5913 -0.4219 -0.4323
C -2.6975 -1.1908 1.1474
C 3.9135 1.5695 -1.6577
C 0.9955 -0.5474 0.9540
C -2.1448 0.5027 -1.0228
C -0.4487 0.6459 -0.2585
C 2.2195 -0.9369 0.1187
C 0.9896 -1.7407 -1.0404
N -1.8036 0.0727 0.5638
N -3.4605 0.0333 1.0175
O 0.4603 0.8337 0.3543
O -0.4511 -1.4444 -1.0961
O -0.9354 -0.2701 1.3840
S 0.5303 2.0785 -0.6031
H 1.8966 1.3599 -0.6008
H -1.4493 -1.1410 0.8857
H -1.1473 0.5073 -0.4451
H 0.9416 0.0897 0.7312

---

Entry 3:
ORCA calculation (wB97M-V/def2-TZVPD) on 3 unconnected molecules or ions with the total composition C3H12N2O2 at a distorted geometry.

Output
ΔE to the lowest compared entry with this formula, charge and spin in eV: 1.853
SMILES: CC/N=C\N.O.O
LUMO in eV: 0.799
Net charge: 0
Frontier orbital gap in eV: 9.95

Geometry (Å):
C1 -1.235 0.875 1.819
C2 -1.545 0.131 0.518
N1 0.979 -0.285 -0.828
C3 -0.054 0.515 -1.239
N2 -1.128 0.890 -0.664
H1 -2.107 1.292 2.334
H2 -0.621 1.755 1.597
H3 -0.676 0.391 2.622
H4 -2.598 -0.116 0.395
H5 -1.005 -0.831 0.607
H6 0.913 -1.127 -0.291
H7 1.698 -0.356 -1.539
H8 -0.018 0.728 -2.315
H9 4.352 -1.726 4.777
H10 3.392 -2.201 5.753
O1 3.414 -1.621 4.993
H11 -1.024 0.537 -4.239
H12 -2.106 -0.137 -4.912
O2 -1.190 0.106 -5.073

Force components x, y, z for each atom (eV/Å):
C -0.1255 1.4587 0.7305
C 1.2110 -0.2403 0.7721
N 1.0711 -0.0391 -0.7163
C -1.4550 -0.1010 -0.5198
N -0.1040 -1.1995 -0.2862
H -0.1630 -0.1441 -0.3036
H -0.0787 -0.0853 -0.1832
H -0.0509 -0.7136 -0.4329
H -0.0369 0.1836 0.1282
H -0.2840 0.1119 -0.3364
H -0.4607 0.0337 0.5018
H -0.2065 -0.1589 0.2568
H 0.7299 0.8803 0.3827
H -0.1992 0.3898 -0.4186
H -0.5938 -0.1826 0.4665
O 0.7901 -0.2088 -0.0524
H 0.5948 0.4635 0.4226
H -0.2539 -0.2973 -0.4841
O -0.3847 -0.1509 0.0722